[1]
Density functional theory data (ωB97M-V/def2-TZVPD) for a cluster of 2 separate species, C3H7NO2 in total.

Calculated values
- Relative energy (zero: lowest compared OMol25 entry of this formula, charge and spin): 2.368 eV
- Frontier orbital gap: 0.3767 Eh
- LUMO level: 0.349 eV
- E_tot: -8808.161 eV
- Structure (SMILES): CNC=O.C=O

Last column: Löwdin charge in e.
Positions of all 13 atoms, in Å:
C  2.0814  0.1395  -0.2827  -0.0727
N  0.6432  0.0522  -0.3605  -0.0180
C  -0.1628  0.5223  0.6233  -0.4256
O  0.1011  0.6219  1.8049  0.0350
C  -2.2769  -0.6519  0.0193  -0.1856
O  -2.3807  -0.2826  -1.1293  -0.0248
H  2.4501  0.8584  -1.0235  0.0861
H  2.3323  0.4973  0.7169  0.0854
H  2.5644  -0.8245  -0.4514  0.0808
H  0.2026  -0.1015  -1.2567  0.1277
H  -2.7389  -0.1204  0.8766  0.1061
H  -1.7017  -1.5522  0.3078  0.1048
H  -1.1143  0.8414  0.1552  0.1008

Cartesian forces, eV/Å:
0.3 -0.1 0.0
0.0 0.1 0.0
0.2 0.5 -0.2
0.1 0.1 -0.4
-0.7 -0.3 -0.5
-0.3 -0.6 0.5
0.0 -0.1 0.1
0.0 -0.1 -0.1
0.0 0.0 0.0
0.1 0.2 0.1
-0.1 -0.1 -0.3
-0.1 0.0 -0.1
0.6 0.3 0.9



[2]
Density functional theory data (ωB97M-V/def2-TZVPD) for a cluster of 2 separate species, C3H7NO2 in total.

Calculated values
- Relative energy (zero: lowest compared OMol25 entry of this formula, charge and spin): 3.582 eV
- Frontier orbital gap: 0.2928 Eh
- LUMO level: 0.699 eV
- E_tot: -8806.947 eV

Last column: Löwdin charge in e.
Positions of all 13 atoms, in Å:
C  -1.1349  0.7088  1.1818  -0.3790
C  1.3969  0.0835  0.2309  -0.0827
C  0.2072  -0.7891  0.1989  -0.2139
N  -2.4005  0.5284  0.7116  0.1108
O  -0.5539  1.2811  2.0571  0.0266
O  -0.4779  -0.8976  -0.9903  -0.0825
H  2.2217  -0.3477  0.7572  0.0705
H  1.8627  0.4064  -0.6997  0.0894
H  1.1755  0.9319  0.8310  0.0439
H  -0.0359  -1.6156  0.7858  0.0978
H  -2.3720  -0.0738  -0.0554  0.0350
H  -3.2592  1.1807  0.6083  0.1503
H  -0.1276  -0.2338  -1.6596  0.1336

Cartesian forces, eV/Å:
2.0 -3.1 -0.4
1.2 -0.7 0.4
-3.3 4.4 -0.5
-1.4 2.3 0.6
-1.2 1.1 -0.2
0.7 0.4 -2.3
0.6 -0.7 0.4
-0.6 -0.2 -0.4
-0.2 1.0 0.4
0.5 -1.2 1.0
0.1 -1.2 -1.4
2.3 -0.9 1.0
-0.6 -1.2 1.4



[3]
Density functional theory data (ωB97M-V/def2-TZVPD) for a cluster of 3 separate species, C3H7NO2 in total.

Calculated values
- Relative energy (zero: lowest compared OMol25 entry of this formula, charge and spin): 4.707 eV
- Frontier orbital gap: 0.3791 Eh
- LUMO level: 0.495 eV
- E_tot: -8805.821 eV

Last column: Löwdin charge in e.
Positions of all 13 atoms, in Å:
C  -1.1840  -0.0669  -0.0223  -0.3435
C  0.2583  0.0408  -0.3305  -0.2335
C  1.2614  -0.4187  0.6747  -0.3221
N  -2.1172  -0.3574  -1.0337  0.0875
O  -0.5171  1.1840  -0.0007  0.0206
O  1.0799  -0.3071  1.9100  -0.0483
H  2.4020  0.7556  1.1678  0.1134
H  -1.4608  -0.4416  0.9592  0.1565
H  0.5677  -0.0437  -1.3700  0.1451
H  -3.0673  -0.1363  -0.7628  0.0853
H  -1.9067  0.1196  -1.9020  0.0890
H  1.8890  -1.2478  0.2937  0.1277
H  2.7949  0.9196  0.4165  0.1225

Cartesian forces, eV/Å:
0.2 -0.2 0.2
0.4 0.5 0.0
-2.6 -2.3 3.2
-0.1 0.0 -0.1
-0.1 0.2 -0.1
0.0 -0.4 -2.6
2.3 1.4 -2.8
0.1 0.0 0.0
0.0 0.1 0.0
0.1 0.0 0.1
0.0 0.0 0.0
0.5 0.6 0.0
-0.7 0.1 2.2



Number 1: HOMO level -9.902 eV. Number 2: HOMO level -7.268 eV. Number 3: HOMO level -9.820 eV.